DFT (wB97M-V/def2-TZVPD) results for a molecular structure, C30H28F5N2O2RhSSi.

E_LUMO (eV): -0.554
Molar mass (g/mol): 706.62
Total charge: 0
Kohn-Sham gap (eV): 7.4
Highest occupied orbital energy (eV): -7.92

Last column: Mulliken charge in e.
CARTESIAN COORDINATES (ANGSTROEM)
H -1.997 3.864 1.538  0.24
F -1.068 -0.383 -3.822  -0.40
F -0.218 -1.907 -5.865  -0.32
C -2.554 2.828 -0.259  -0.72
Si 1.214 0.551 1.807  -0.38
O -0.158 -0.672 -1.355  0.42
H 0.161 -1.487 2.576  0.64
H 1.716 3.329 0.982  0.38
H -0.327 2.555 1.999  0.07
C -3.425 -4.372 -3.120  -0.24
C 1.611 -3.376 -3.130  0.19
H 0.886 0.464 4.765  0.25
H 2.669 -0.529 -0.605  0.43
F 1.665 -2.874 -0.862  -0.45
C -4.120 -3.181 -3.340  -0.77
H -3.436 2.330 -0.671  0.32
C 1.152 -3.156 -4.415  0.61
H 4.827 1.121 6.266  0.38
C -3.864 -2.112 -2.527  -0.20
C 0.290 -1.523 -2.262  0.36
F 1.567 -3.925 -5.427  -0.33
C 2.697 0.548 -0.669  -0.40
C 0.254 -2.129 -4.634  0.36
H -3.672 4.094 1.097  0.44
H -1.928 -5.328 -1.917  0.47
H -4.329 -1.143 -2.616  0.46
C 3.411 2.530 -1.828  -0.56
C 2.799 0.786 5.649  -0.67
C -0.412 1.467 2.034  -0.76
H 1.368 -1.920 1.374  0.52
C 2.392 0.779 3.254  0.75
C 4.624 1.142 4.130  -0.69
H -3.595 -5.232 -3.754  0.40
C 2.074 1.309 0.318  0.58
H -3.361 0.460 0.745  0.39
H -4.362 2.094 2.103  0.44
H 5.676 1.329 3.953  0.39
C -2.258 -3.327 -1.280  0.74
C -2.505 -4.433 -2.103  -0.89
C 4.149 1.026 5.428  -0.45
H 3.920 3.000 -2.660  0.39
F 2.469 -4.374 -2.898  -0.34
H -4.838 -3.079 -4.139  0.42
H 4.136 1.127 2.048  0.31
H 2.422 0.694 6.660  0.39
C 2.818 3.310 -0.844  -0.66
N -2.967 -2.196 -1.521  0.47
C 2.164 2.701 0.217  -0.15
C 1.194 -2.576 -2.081  0.02
H -0.831 1.219 3.013  0.63
C -3.275 2.186 2.057  -0.67
Rh -1.009 -1.128 0.346  -0.18
C -0.168 -1.347 -3.577  -0.12
H -0.428 2.391 -0.260  0.43
C 1.936 0.662 4.571  -0.53
C -1.374 1.854 -0.239  -0.20
C 3.752 1.024 3.056  -0.26
H -2.936 2.372 3.077  0.24
C 0.600 -1.185 1.608  -0.88
N -1.353 0.973 0.977  1.06
H 3.826 0.532 -2.492  0.44
H -1.396 1.214 -1.119  -0.60
H 2.868 4.390 -0.903  0.40
C -2.724 0.855 1.533  -1.08
O -2.807 -1.110 -0.771  -0.68
H -2.314 3.646 -0.939  0.48
C -2.874 3.351 1.136  -0.64
H -2.701 0.110 2.334  0.47
C 3.356 1.147 -1.734  -0.62
S -1.079 -3.359 -0.012  -0.50

---

DFT (wB97M-V/def2-TZVPD) results for a molecular structure, C48H53I2N4O4S5SiTa in a non-equilibrium geometry.

E_LUMO (eV): -6.998
Molar mass (g/mol): 1373.15
Total charge: +2
Kohn-Sham gap (eV): 5.4
Highest occupied orbital energy (eV): -12.43

Last column: Mulliken charge in e.
CARTESIAN COORDINATES (ANGSTROEM)
C -3.150 -3.458 2.138  -1.07
C -1.239 -2.030 2.281  -0.63
H -1.988 6.027 0.968  0.30
C -0.215 2.102 4.935  1.16
C 3.178 -3.075 -3.057  -0.86
H 1.960 5.009 -4.630  0.44
C -0.024 5.258 1.467  1.86
C 3.888 4.307 -5.250  -0.42
C -4.749 -2.790 -1.124  -1.15
H -2.982 3.822 2.517  0.28
H -3.763 1.648 -0.483  0.34
H 4.564 1.146 -6.239  0.47
C -3.805 0.845 -4.356  0.22
C 2.542 4.166 -4.972  -0.97
H -0.868 4.140 4.675  0.10
H -3.134 0.042 2.773  -0.07
H -0.303 -3.738 7.383  0.45
Ta 0.060 -0.004 -0.361  0.08
C -3.580 3.324 1.758  -1.58
O -1.794 1.729 1.240  0.96
C -2.537 -4.354 4.979  -0.66
C -1.070 3.297 5.330  -1.37
C 2.601 -1.275 -1.553  0.56
H 4.115 0.201 -1.194  0.49
C -3.216 1.852 1.608  1.40
H 1.530 3.277 4.486  0.22
H -2.908 1.513 3.720  -0.22
H -3.394 -4.891 4.615  0.44
H -5.376 1.873 -7.322  0.49
H 1.284 4.392 -0.036  0.33
H -5.136 -4.131 0.466  0.54
H -0.394 -1.652 2.844  -0.69
H -5.104 1.554 0.641  0.64
H -3.828 -4.198 2.534  0.45
C -3.931 -1.736 -1.632  0.85
C -2.450 0.422 -2.338  -1.11
H -0.599 -3.930 -0.865  0.18
H -5.616 -3.077 -1.699  0.54
C 3.858 -0.704 -1.729  -0.96
C -3.645 2.385 -6.078  -0.83
C -1.108 6.327 1.533  -1.63
C 0.287 -0.095 -3.700  0.58
C 4.414 -2.475 -3.263  -0.79
C -1.843 -3.402 4.248  0.46
H -0.470 1.079 6.793  0.46
H -4.515 1.081 3.137  0.52
H 2.066 0.207 -6.848  0.61
C 4.746 -1.299 -2.608  -0.73
C -2.082 -2.978 2.906  0.69
H 0.930 6.012 3.253  0.36
N 0.116 -1.320 -3.501  -0.67
H -3.235 3.200 -6.642  0.44
C 1.268 2.404 5.079  -1.47
H -1.402 6.497 2.565  0.32
C -2.485 -1.972 0.340  -0.48
C -1.995 -4.559 6.250  -0.61
H -0.726 7.257 1.124  0.53
H -4.626 3.410 2.038  0.57
O 1.650 -0.702 -0.803  0.53
C -0.592 0.862 5.737  -1.48
C -4.263 -1.042 -2.794  -1.23
H -4.026 0.174 0.491  0.16
S -0.521 -2.750 5.191  0.26
C 2.259 -2.477 -2.216  0.76
C -4.484 -3.371 0.066  -1.24
S 0.469 1.228 -2.537  -0.30
N -2.039 -0.271 -1.289  1.35
H -1.625 0.574 5.564  0.35
H -2.131 3.060 5.278  0.28
C 0.330 4.915 0.020  -1.76
S 1.028 1.865 0.814  -0.62
H 5.704 -0.833 -2.782  0.50
H 2.521 -0.284 -5.208  0.09
H 5.662 3.330 -5.945  0.41
C 1.924 2.939 -5.144  0.14
H 4.367 5.265 -5.125  0.42
C 0.479 -3.924 -1.016  -1.28
C -0.901 -3.772 6.492  -0.56
H 2.926 -3.993 -3.567  0.54
H 1.918 4.861 2.342  0.28
O -0.574 4.091 2.137  -0.11
S -5.177 0.465 -5.366  -0.20
H 0.053 0.028 5.479  0.14
C 3.999 1.991 -5.872  -0.58
N -0.083 -2.097 -2.460  0.17
C -3.094 1.902 -4.888  -0.32
H 5.125 -2.938 -3.930  0.46
C -3.368 -2.959 0.858  1.05
C 2.646 1.842 -5.584  0.33
H 1.860 1.551 4.749  0.24
H 0.779 -4.888 -1.430  0.45
H 1.008 -3.801 -0.069  0.27
I 2.782 -2.114 3.772  -0.32
C 4.614 3.219 -5.709  -0.61
C -3.525 0.078 -3.177  0.56
H -3.439 3.830 0.805  0.31
Si -0.630 2.507 2.123  -1.19
N -1.413 -1.557 1.061  1.13
O -0.482 1.769 3.523  2.18
H -5.112 -1.355 -3.382  0.51
H -0.827 3.581 6.350  0.63
S 0.227 0.411 -5.409  -0.09
C -4.069 1.261 0.487  -1.78
H -0.449 4.295 -0.428  0.22
H 0.420 5.827 -0.562  0.59
C -4.766 1.704 -6.457  -0.34
C -2.783 -1.340 -0.899  -0.82
H -2.198 2.314 -4.460  0.60
C -3.457 1.074 2.895  -0.73
C 1.212 5.686 2.254  -1.58
H -2.388 -5.265 6.962  0.45
C 0.845 -2.849 -1.972  0.57
H 1.504 2.607 6.119  0.53
I 1.747 -0.065 2.067  -0.01
H -1.899 1.322 -2.567  0.89
H 0.865 2.842 -4.948  0.51
H 1.704 6.510 1.747  0.49
C 2.017 0.491 -5.794  -0.60